# C20H11F5N5STi

A molecular structure, C20H11F5N5STi at a distorted geometry (ωB97M-V/def2-TZVPD, OMol25).

Element x y z (Å)
Ti (-0.165, -0.198, -0.613)
N (0.727, -0.746, 3.552)
C (0.186, -0.903, 2.336)
N (0.806, -0.615, 1.213)
C (2.097, -0.111, 1.269)
N (2.646, 0.283, 0.168)
N (1.733, 0.061, -0.813)
C (1.986, 0.586, -2.016)
C (1.120, 0.093, -3.011)
C (1.212, 0.414, -4.436)
C (0.282, -0.085, -5.281)
C (-0.809, -0.902, -4.778)
C (-0.896, -1.133, -3.442)
N (0.033, -0.681, -2.597)
C (2.781, 0.021, 2.543)
C (4.107, 0.492, 2.593)
C (4.736, 0.575, 3.839)
C (4.046, 0.217, 4.998)
C (2.745, -0.261, 4.986)
C (2.091, -0.291, 3.698)
H (0.073, -0.950, 4.320)
H (-0.766, -1.396, 2.290)
H (2.777, 1.325, -2.197)
H (2.137, 0.880, -4.805)
H (0.292, 0.184, -6.345)
H (-1.525, -1.317, -5.437)
H (-1.678, -1.759, -2.982)
H (4.604, 0.824, 1.664)
H (5.705, 1.050, 3.915)
H (4.587, 0.409, 5.927)
H (2.099, -0.538, 5.807)
F (-6.553, -0.880, -0.849)
C (-5.377, -0.212, -0.697)
C (-4.218, -0.988, -0.941)
F (-4.269, -2.274, -1.257)
C (-3.053, -0.342, -0.701)
F (-1.922, -1.203, -0.512)
C (-2.906, 0.976, -0.324)
S (-1.343, 1.770, -0.428)
C (-4.137, 1.763, -0.306)
F (-4.058, 3.044, 0.053)
C (-5.391, 1.089, -0.367)
F (-6.543, 1.729, -0.035)

Orbital gap (spin up / spin down) ... 6.14 / 6.14 eV
Electronic energy ... -2788.941339 hartree
Charge ... +2
ΔE to the lowest compared entry with this formula, charge and spin ... 0.00 kcal/mol
2S+1 ... 2
LUMO (spin up / spin down) ... -0.30850 / -0.30912 hartree

Atomic partial charges in e from the Löwdin method, atoms 1 to 2: 0.89 0.17


# C11H12BrN3

A single C11H12BrN3 molecule at a distorted geometry (ωB97M-V/def2-TZVPD, OMol25).

Element x y z (Å)
C (-3.523, -0.304, -0.961)
C (-2.316, -0.870, -0.815)
C (-3.865, 0.864, -0.330)
C (-1.801, 0.800, 0.939)
C (-1.407, -0.321, 0.246)
C (-3.067, 1.327, 0.725)
C (-0.029, -0.771, 0.275)
C (3.006, -0.145, -0.803)
C (3.098, -0.934, 0.235)
C (2.253, -0.248, -2.105)
C (4.058, -1.032, 1.378)
N (0.915, -1.502, 0.305)
N (2.071, -1.930, 0.407)
N (-3.406, 2.507, 1.293)
Br (4.304, 1.210, -0.986)
H (-4.286, -0.733, -1.558)
H (-1.867, -1.804, -1.195)
H (-4.784, 1.421, -0.269)
H (-1.204, 1.281, 1.765)
H (3.059, -0.763, -2.783)
H (1.966, 0.670, -2.563)
H (1.369, -0.920, -1.964)
H (3.528, -1.372, 2.400)
H (4.602, -0.185, 1.692)
H (4.661, -1.874, 1.153)
H (-4.455, 2.824, 1.472)
H (-2.877, 2.806, 2.047)

Orbital gap ... 7.55 eV
Electronic energy ... -3164.467152 hartree
ΔE to the lowest compared entry with this formula, charge and spin ... 56.55 kcal/mol
LUMO ... -0.00122 hartree

Atomic partial charges in e from the Löwdin method, atoms 1 to 2: -0.12 -0.03


# C5H8O

2 unconnected molecules or ions with the total composition C5H8O (ωB97M-V/def2-TZVPD, OMol25).

Element x y z (Å)
C (1.440, 1.105, -0.696)
C (1.463, 0.221, 0.265)
C (0.958, -0.692, 1.067)
O (0.928, -2.038, 0.832)
H (0.459, 1.221, -1.167)
H (2.250, 1.729, -1.061)
H (0.535, -0.449, 2.038)
H (1.217, -2.183, -0.080)
C (-1.521, 0.573, -0.979)
C (-1.505, -0.229, 0.081)
H (-1.687, 1.643, -0.880)
H (-1.343, 0.194, -1.982)
H (-1.332, -1.299, -0.002)
H (-1.659, 0.154, 1.087)

Orbital gap ... 9.72 eV
Electronic energy ... -270.428054 hartree
ΔE to the lowest compared entry with this formula, charge and spin ... 81.48 kcal/mol
Structure (SMILES) ... C=C=CO.C=C
LUMO ... 0.03272 hartree

Atomic partial charges in e from the Löwdin method, atoms 1 to 2: 0.01 -0.09